The following is a quantum chemistry calculation of a molecular structure, C29H38N6PdSi in a non-equilibrium geometry, from the OMol25 dataset.

Cartesian coordinates (Å):
Pd -0.701 0.554 0.334
C 0.346 5.232 -0.154
C -0.901 5.804 0.095
C -1.960 4.965 0.341
C -1.757 3.576 0.400
N -0.528 3.031 0.216
C 0.465 3.858 -0.097
C -2.857 2.648 0.550
C -4.115 3.001 1.071
C -5.158 2.112 0.974
C -4.947 0.880 0.349
C -3.658 0.546 -0.045
N -2.638 1.401 0.082
C -3.327 -0.742 -0.680
C -4.122 -1.874 -0.530
C -3.735 -3.053 -1.146
C -2.594 -3.047 -1.929
C -1.871 -1.869 -2.033
N -2.196 -0.753 -1.400
H 1.202 5.836 -0.407
H -1.028 6.876 0.068
H -2.954 5.369 0.460
H 1.429 3.411 -0.297
H -4.257 3.963 1.540
H -6.134 2.365 1.355
H -5.774 0.212 0.171
H -5.006 -1.836 0.085
H -4.302 -3.961 -1.005
H -2.253 -3.943 -2.421
H -0.983 -1.812 -2.645
C 2.408 1.839 1.645
C 2.367 0.313 1.681
C 1.542 -0.037 2.923
C 3.794 -0.209 1.815
Si 1.453 -0.484 0.020
C 1.871 0.245 -1.864
C 3.157 1.067 -1.817
C 2.019 -0.824 -2.947
C 0.722 1.151 -2.326
C 1.849 -2.468 0.072
C 0.881 -3.223 -0.845
C 3.291 -2.778 -0.364
C 1.636 -3.087 1.457
H 2.864 2.211 2.564
H 1.395 2.237 1.592
H 3.000 2.217 0.818
H 2.016 0.383 3.811
H 1.438 -1.104 3.076
H 0.539 0.393 2.835
H 4.275 0.265 2.672
H 4.380 0.016 0.926
H 3.809 -1.279 1.979
H 4.009 0.450 -1.539
H 3.069 1.877 -1.100
H 3.364 1.512 -2.793
H 2.740 -1.587 -2.687
H 2.357 -0.356 -3.874
H 1.065 -1.300 -3.152
H 0.707 2.088 -1.778
H -0.246 0.655 -2.197
H 0.843 1.390 -3.385
H 0.994 -2.934 -1.881
H -0.146 -3.044 -0.539
H 1.061 -4.297 -0.775
H 3.653 -2.087 -1.116
H 3.336 -3.787 -0.773
H 3.981 -2.733 0.474
H 0.629 -2.892 1.816
H 2.346 -2.730 2.196
H 1.756 -4.170 1.390
N -1.374 -0.875 1.784
C -1.764 -1.986 1.802
N -2.289 -3.081 2.065
C -2.225 -4.295 1.665
N -2.258 -5.410 1.371

Results
* spin multiplicity: 1
* LUMO level (alpha / beta): -0.903 / -0.903 eV
* Kohn-Sham gap (alpha / beta): 6.78 / 6.78 eV
* highest occupied orbital energy (alpha / beta): -7.68 / -7.68 eV